105
Properties=species:S:1:pos:R:3:forces:R:3:mulliken_charge:R:1 method="wB97M-V/def2-TZVPD" homo_energy_ev="-13.0 / -12.5" charge=+2 spin_multiplicity=1 lumo_ha="-0.273 / -0.277" orbital_gap_ev="5.5 / 4.9"
Tl 1.16868 -1.40914 -1.10267 0.1082 -0.1723 0.2529 1.26
F 7.43052 -6.08215 0.06104 -0.0757 0.0628 0.0053 -0.26
C 6.62135 -5.04102 0.06581 0.0456 0.0132 -0.0018 0.56
C 7.13398 -3.76391 -0.08623 -0.0079 -0.0379 -0.0007 0.33
F 8.43625 -3.58281 -0.22597 -0.0769 0.0046 0.0088 -0.27
C 6.26962 -2.68040 -0.07577 0.1757 0.0156 -0.0053 0.46
F 6.82205 -1.47110 -0.17571 -0.1179 -0.0610 0.0165 -0.36
C 4.89328 -2.83194 0.06377 0.1042 0.0890 -0.0072 -0.43
P 3.82859 -1.36105 0.02459 0.0192 0.1433 -0.2559 0.64
C 4.14262 -0.51433 1.58529 -0.1432 -0.0081 0.0929 0.80
C 4.80034 -1.15546 2.63407 0.0166 -0.0114 -0.0266 -0.92
C 4.95991 -0.50665 3.84984 0.0055 0.0144 0.0137 -0.89
C 4.46080 0.77557 4.02738 -0.0113 0.0124 -0.0438 -0.72
C 3.78825 1.41078 2.98983 0.0513 -0.0639 0.0262 -0.64
C 3.61759 0.76586 1.77726 -0.0214 -0.0049 -0.0392 0.16
C 4.48835 -0.37749 -1.35162 0.0666 0.0191 0.0070 0.51
C 5.12406 0.84748 -1.19174 -0.0332 0.0406 0.0381 -0.15
C 5.53915 1.56320 -2.30553 -0.0341 -0.0655 -0.0256 -0.80
C 5.33784 1.05169 -3.58056 0.0045 0.0073 0.0248 -0.57
C 4.72201 -0.18229 -3.74501 0.0028 0.0360 0.0295 -0.85
C 4.29047 -0.88899 -2.63342 0.0117 -0.0759 -0.0104 -0.85
C 4.40592 -4.12597 0.23954 -0.0854 -0.2017 -0.0299 -0.19
Br 2.57288 -4.46214 0.50063 0.0110 0.0259 0.0428 -0.09
C 5.25383 -5.21666 0.23710 0.1394 -0.0227 -0.0141 0.34
F 4.79709 -6.44997 0.39769 -0.0603 0.0154 0.0039 -0.32
H 5.19599 -2.15491 2.50793 0.0114 -0.0021 0.0072 0.44
H 5.48272 -1.00234 4.65591 0.0136 -0.0131 0.0162 0.44
H 4.59653 1.28115 4.97297 0.0107 0.0152 0.0394 0.44
H 3.39787 2.40960 3.12743 -0.0179 0.0408 -0.0009 0.54
H 3.07630 1.24899 0.97468 0.0365 -0.0172 0.0172 -0.15
H 5.30936 1.24410 -0.20347 0.0021 0.0120 0.0411 0.55
H 6.03663 2.51366 -2.17426 0.0171 0.0359 0.0045 0.51
H 5.67614 1.60697 -4.44473 0.0026 0.0055 -0.0186 0.43
H 4.58380 -0.59496 -4.73462 -0.0036 -0.0148 -0.0271 0.47
H 3.82905 -1.86375 -2.77187 -0.0212 0.0168 0.0097 0.49
Se -5.49201 0.30896 1.57595 0.0178 -0.0906 -0.0080 0.10
P -4.67878 0.65605 -0.44040 -0.0575 -0.0694 0.2035 1.15
C -5.44836 -0.40565 -1.65183 0.0511 -0.0679 -0.1124 0.08
C -6.70597 -0.96780 -1.44226 -0.0368 0.0526 -0.0388 -0.42
C -7.27883 -1.74335 -2.43791 0.0403 0.0248 -0.0028 -0.76
C -6.60058 -1.95304 -3.63126 -0.0033 0.0031 -0.0080 -0.48
C -5.35090 -1.38543 -3.84186 -0.0038 0.0015 0.0153 -0.73
C -4.76708 -0.60977 -2.85370 -0.0136 -0.0425 0.0207 -0.10
C -5.08483 2.35326 -0.77571 -0.0069 0.1572 0.0040 0.98
C -4.53958 3.36207 0.02523 0.0057 -0.0343 -0.0204 -0.55
C -4.86935 4.67895 -0.22886 -0.0223 -0.0168 -0.0249 -0.77
C -5.73607 4.98804 -1.27126 -0.0002 0.0268 0.0097 -0.50
C -6.28040 3.98656 -2.06079 0.0037 -0.0284 0.0282 -0.82
C -5.96292 2.66018 -1.81444 0.0003 0.0411 0.0598 -0.48
C -2.91310 0.45796 -0.47189 -0.2187 0.0787 0.1180 0.50
C -1.99137 -0.45999 0.02205 0.2240 -0.1007 0.0914 -0.70
N -0.78972 -0.01423 -0.38091 0.0648 0.2287 -0.3667 0.04
N -0.95709 1.09584 -1.09571 -0.2015 -0.0835 0.1782 0.07
N -2.22244 1.40310 -1.15119 0.0099 -0.0469 -0.1326 -0.81
P -1.77433 -1.93474 1.02449 0.0501 -0.1273 -0.0324 0.34
Se -0.65423 -3.37735 -0.16279 -0.1525 0.0823 0.0503 -0.22
C -3.30981 -2.68366 1.53083 -0.0557 -0.1257 0.0872 0.62
C -3.33695 -3.42921 2.71039 -0.1106 0.1342 0.0012 -0.56
C -4.49887 -4.09381 3.06995 -0.0019 0.0038 0.0017 -0.69
C -5.62367 -4.02728 2.25799 -0.0135 -0.0133 0.0260 -0.72
C -5.58873 -3.31123 1.07062 0.0236 0.0014 0.0119 -0.52
C -4.42726 -2.64893 0.69996 -0.0056 -0.0351 -0.1249 -0.84
C -0.90627 -1.40177 2.50264 0.0513 0.0805 0.0526 0.21
C -1.62754 -0.73368 3.49365 0.0100 0.0968 -0.0251 -0.04
C -0.96498 -0.21712 4.59447 -0.0227 -0.0170 -0.0182 -0.84
C 0.41153 -0.36113 4.70928 0.0447 -0.0124 -0.0280 -0.61
C 1.13152 -1.02814 3.72866 -0.1082 0.0055 0.0170 -0.70
C 0.47138 -1.55110 2.62683 0.0623 -0.1228 -0.0450 -0.04
H -7.23568 -0.79568 -0.51458 -0.0003 0.0033 0.0277 0.56
H -8.25511 -2.18056 -2.28522 -0.0341 -0.0130 0.0115 0.48
H -7.05050 -2.56005 -4.40464 -0.0118 -0.0129 -0.0134 0.43
H -4.83299 -1.54715 -4.77647 0.0185 -0.0021 -0.0186 0.43
H -3.79282 -0.16490 -3.01516 0.0152 0.0108 0.0013 0.51
H -3.85419 3.11977 0.82768 0.0223 -0.0220 -0.0067 0.36
H -4.45038 5.46665 0.38010 0.0104 0.0241 0.0248 0.43
H -5.99077 6.02051 -1.46682 -0.0013 0.0213 -0.0033 0.41
H -6.95536 4.23609 -2.86666 -0.0155 0.0033 -0.0245 0.44
H -6.39361 1.87945 -2.42550 0.0088 -0.0259 -0.0226 0.37
H -2.46754 -3.47966 3.35086 0.0485 -0.0050 0.0161 0.49
H -4.52666 -4.66701 3.98614 0.0079 -0.0106 0.0090 0.45
H -6.52542 -4.55048 2.54508 -0.0113 -0.0045 0.0085 0.44
H -6.45389 -3.28525 0.42290 -0.0146 0.0055 -0.0275 0.53
H -4.37461 -2.16684 -0.26753 0.0110 0.0112 -0.0173 0.95
H -2.70111 -0.61341 3.40998 -0.0138 0.0075 -0.0232 0.38
H -1.52301 0.29570 5.36519 -0.0175 0.0056 0.0190 0.46
H 0.92279 0.03934 5.57395 0.0145 0.0153 0.0183 0.47
H 2.20121 -1.15147 3.82501 0.0381 -0.0063 -0.0061 0.65
H 1.03344 -2.11452 1.88871 -0.0354 0.0217 -0.0254 0.19
C 1.35298 1.60402 -3.13266 0.0013 -0.0013 -0.0857 -1.74
C 1.66358 1.87266 -1.69639 -0.0139 0.1544 0.0948 1.00
O 1.81677 0.95394 -0.89270 0.1695 -0.0719 -0.0487 0.11
C 1.78035 3.26618 -1.21412 -0.0506 -0.0726 -0.1192 0.78
C 1.69876 3.51145 0.15749 -0.0127 0.0474 0.0085 0.16
C 1.80470 4.80319 0.63800 -0.0018 0.0008 -0.0267 -1.09
C 1.99699 5.85867 -0.24712 0.0004 -0.0076 0.0137 -0.49
C 2.06850 5.62381 -1.61222 -0.0013 -0.0323 0.0196 -0.95
C 1.95111 4.33085 -2.09725 0.0301 0.0431 0.0354 -0.42
H 1.40224 0.53536 -3.34097 -0.0008 0.0315 0.0247 0.23
H 2.05860 2.11666 -3.78349 0.0338 0.0049 -0.0479 0.52
H 0.34883 1.97287 -3.35226 0.0696 0.0191 0.0138 0.37
H 1.52172 2.68551 0.83290 -0.0319 -0.0034 0.0016 0.37
H 1.72955 4.99484 1.69978 0.0030 0.0100 0.0142 0.43
H 2.08461 6.86865 0.12947 0.0018 0.0164 0.0106 0.44
H 2.21420 6.44612 -2.29841 0.0024 0.0148 -0.0085 0.44
H 2.01057 4.16248 -3.16282 -0.0091 -0.0174 -0.0272 0.34

8
Properties=species:S:1:pos:R:3:forces:R:3:mulliken_charge:R:1 method="wB97M-V/def2-TZVPD" homo_energy_ev=-9.0 smiles=CI.O spin_multiplicity=1 lumo_ha=0.007 orbital_gap_ev=9.2
C 0.00000 0.00000 0.00000 -0.4473 0.3355 0.4022 -0.91
I -0.65317 -1.98485 0.74920 1.2050 1.0407 0.2577 0.02
H 0.75797 0.04015 -0.80030 -0.3566 -0.7326 0.4356 0.32
H 0.38618 0.54467 0.87796 -0.2249 -0.4159 -0.4076 0.32
H -0.91327 0.50673 -0.35465 0.3849 -0.3639 0.2501 0.25
O -2.26042 -1.71028 -1.67648 0.6044 0.5375 -1.2179 -0.64
H -1.44943 -2.25650 -1.78684 -0.8854 0.5860 0.0502 0.32
H -2.01516 -0.82702 -2.03419 -0.2800 -0.9872 0.2297 0.31

18
Properties=species:S:1:pos:R:3:forces:R:3:mulliken_charge:R:1 method="wB97M-V/def2-TZVPD" homo_energy_ev=-8.4 spin_multiplicity=1 lumo_ha=0.033 orbital_gap_ev=9.3
H -0.66800 2.28450 1.61591 -0.2774 -0.0313 -0.3195 0.26
N -1.38252 1.62079 1.28924 0.7486 -1.4948 -0.2444 -0.70
C -0.79379 0.56768 0.85522 1.4648 1.3974 0.0840 0.45
C -1.38207 -0.70068 0.38119 3.0339 -1.5603 -2.0559 -0.51
N -0.13223 -1.27347 -0.50159 -2.7812 0.4783 0.6674 -0.38
C -0.04300 -1.05874 -1.93452 0.2710 -0.0540 0.1020 -0.86
C 0.79414 0.45702 0.71556 -1.1119 2.7911 3.2439 0.58
N 1.37107 1.40748 -0.11528 -0.1225 -0.3013 -0.2770 -0.52
N 1.47588 0.09440 1.76650 -0.1594 -1.0067 -1.4325 -0.85
H 0.96173 -0.59402 2.32151 -0.0313 0.3872 0.0053 0.26
H -2.25750 -0.54984 -0.25200 0.1027 -0.3419 0.0986 0.28
H -1.53326 -1.41307 1.19328 -0.2829 0.1073 -0.1444 0.26
H 0.64987 -1.74766 -0.06042 -0.7676 0.1207 0.0622 0.31
H 0.76671 -0.36566 -2.18131 0.0719 0.1126 0.0049 0.31
H -0.94991 -0.63065 -2.36680 -0.1096 -0.1297 0.3104 0.25
H 0.16839 -1.98984 -2.46729 -0.1375 -0.0275 -0.0085 0.33
H 0.74977 2.07730 -0.55247 0.1394 -0.2703 0.1102 0.26
H 2.20473 1.81445 0.29329 -0.0511 -0.1768 -0.2070 0.25

Q: Which energy relative to the best compared isomer or geometry (same formula, charge and spin) values were calculated for the entries above? A: 0.8573 0.4048 2.5881, in eV.
Q: Which maximum force values were calculated for the entries above? A: 0.008 0.031 0.086, in hartree/bohr.